Version P
Computed, not measured: the molecule CH5NOSi, with wB97M-V/def2-TZVPD.

Summary:
Structure (SMILES)   NC(=O)[SiH3]
E_LUMO   0.753 eV

Geometry as ORCA input:
```
! RIJCOSX wB97M-V def2-TZVPD def2/J DEFGRID3
* xyz 0 1
C 0.217 -0.532 -0.510
N 1.442 -0.641 0.059
O -0.115 -1.276 -1.504
Si -1.063 0.657 0.253
H 2.119 -1.415 -0.325
H 1.829 -0.015 0.757
H -2.219 -0.037 1.068
H -0.568 1.829 1.088
H -1.642 1.430 -0.885
*
```

---

Version Q
Computed, not measured: a cluster of 4 separate species, CH5NOSi in total, with wB97M-V/def2-TZVPD.

Summary:
E_LUMO   -0.423 eV

Geometry as ORCA input:
```
! RIJCOSX wB97M-V def2-TZVPD def2/J DEFGRID3
* xyz 0 1
C -3.475 -0.113 -0.361
N -3.037 -0.894 -1.072
O -0.595 1.516 0.016
Si 0.631 1.589 -0.828
H -3.962 0.668 0.139
H 3.856 -2.567 2.417
H 4.160 -3.396 2.458
H 0.919 0.440 -1.669
H 1.503 2.756 -1.099
*
```

---

Which of them is the most stable, and which is the least stable? version P and version Q, in that order.

---

Version P
Computed, not measured: a structure of composition CH5NOSi, with wB97M-V/def2-TZVPD.

Summary:
E_LUMO   -0.155 eV

Geometry as ORCA input:
```
! RIJCOSX wB97M-V def2-TZVPD def2/J DEFGRID3
* xyz 0 1
C 3.753 -0.830 -0.898
N 3.169 0.161 -0.831
O 0.918 -0.426 -0.677
Si 0.590 1.036 -0.656
H 4.535 -1.521 -1.137
H -3.650 -4.659 3.122
H -3.543 -4.204 2.454
H 1.506 2.169 -0.423
H -0.836 1.320 -0.429
*
```

---

Version Q
Computed, not measured: the molecule CH5NOSi, with wB97M-V/def2-TZVPD.

Summary:
Structure (SMILES)   NC(=O)[SiH3]
E_LUMO   0.649 eV

Geometry as ORCA input:
```
! RIJCOSX wB97M-V def2-TZVPD def2/J DEFGRID3
* xyz 0 1
C -0.941 0.023 0.313
N -0.596 0.613 1.437
O -2.079 -0.180 -0.122
Si 0.937 -0.321 -1.023
H -1.345 0.874 2.100
H 0.338 0.376 1.701
H 1.897 -1.333 -0.674
H 0.304 -1.096 -2.095
H 1.485 1.044 -1.639
*
```

---

Which of them is the most stable, and which is the least stable? version Q and version P, in that order.